15
Properties=species:S:1:pos:R:3:forces:R:3:lowdin_charge:R:1 method="wB97M-V/def2-TZVPD" smiles=C[C@@H]1NC[C@@H]1O orbital_gap_ev=10.5 energy_ev=-7830.117 lumo_ev=1.0 de_lowest_kcal_mol=50.8 multiplicity=1
C 0.29185 0.99728 -1.53056 0.034 0.078 -0.003 -0.047
C 0.08610 -0.15845 -0.58825 0.006 0.039 -0.218 -0.379
N -1.12406 -0.11049 0.25113 -0.458 -0.114 -0.293 -0.049
C -0.49310 -1.07631 1.18031 0.089 0.044 0.159 -0.113
C 0.84756 -0.31817 0.73769 -0.118 -0.418 -0.039 -0.294
O 0.88029 0.89796 1.43757 -0.069 0.059 0.080 -0.047
H 0.21937 1.94811 -0.99642 0.038 -0.089 -0.084 0.078
H 1.26850 0.93763 -2.02191 -0.124 0.012 0.066 0.081
H -0.48219 0.96550 -2.30603 0.129 0.106 0.065 0.077
H 0.18792 -1.12424 -1.11448 -0.155 0.161 -0.069 0.139
H -2.01611 -0.32617 -0.17147 -0.021 -0.280 -0.022 0.110
H -0.81774 -0.99189 2.22665 0.297 0.151 -0.211 0.108
H -0.67276 -2.11452 0.84692 0.634 0.253 0.052 0.108
H 1.87886 -0.69358 0.68807 -0.567 -0.393 0.306 0.145
H -0.05448 1.16734 1.36079 0.284 0.393 0.211 0.084